{
  "formula": "C11H14IrN2OP",
  "method": "ωB97M-V with the def2-TZVPD basis set",
  "total_charge": 0,
  "spin_multiplicity": 5,
  "e_lumo_ev": [0.34, -2.83],
  "e_above_lowest_kcal_mol": 12.2,
  "orbital_gap_ev": [5.0, 5.9],
  "homo_ev": [-4.6, -8.7],
  "elements": ["C", "C", "C", "C", "C", "Ir", "P", "H", "H", "H", "H", "H", "H", "H", "H", "N", "C", "O", "C", "C", "C", "C", "N", "C", "H", "H", "H", "H", "H", "H"],
  "coordinates": [[-0.3186, -0.6073, -1.8289], [-0.5826, 0.1880, -2.9451], [-0.3651, 1.5772, -3.0144], [0.1850, 2.3261, -1.9516], [0.5062, 1.7242, -0.7427], [0.0000, 0.0000, 0.0000], [0.1849, -2.2266, 0.7877], [-0.5850, -1.6748, -1.9409], [-0.9561, -0.3066, -3.8545], [-0.5766, 2.0891, -3.9620], [1.1088, 2.3122, -0.0160], [0.4509, 3.3754, -2.1452], [1.4225, -2.5925, 1.3943], [0.1552, -3.2763, -0.1784], [-0.6296, -2.9081, 1.7488], [2.6707, 2.8516, 5.6849], [2.4343, 2.6456, 4.3623], [3.1174, 3.2492, 3.5489], [1.3861, 1.6939, 3.8693], [0.5465, 0.9980, 4.7570], [-0.3858, 0.1008, 4.2727], [-0.4761, -0.1184, 2.9079], [0.3222, 0.5399, 2.0123], [1.2342, 1.4545, 2.4774], [3.4097, 3.5064, 5.9799], [2.1523, 2.3726, 6.4305], [0.5873, 1.1241, 5.8263], [-1.0407, -0.4317, 4.9522], [-1.2275, -0.8101, 2.5620], [1.9025, 1.9606, 1.8091]]
}

{
  "formula": "C11H14KN3S2",
  "method": "ωB97M-V with the def2-TZVPD basis set",
  "total_charge": 0,
  "e_lumo_ev": 0.23,
  "orbital_gap_ev": 5.2,
  "homo_ev": -5.0,
  "elements": ["K", "C", "C", "N", "C", "C", "S", "C", "C", "S", "C", "N", "C", "H", "H", "H", "H", "H", "H", "H", "H", "C", "H", "H", "H", "C", "C", "N", "H", "H", "H"],
  "coordinates": [[0.0573, -0.2319, -0.0001], [3.9817, -1.5275, 0.0101], [3.8968, -0.0348, 0.0084], [2.7735, 0.6195, 0.0054], [2.9920, 1.9831, 0.0045], [4.3029, 2.3495, 0.0068], [5.2963, 0.9594, 0.0104], [1.8494, 2.9091, 0.0011], [1.9274, 4.2697, -0.0004], [0.3537, 4.9306, -0.0042], [-0.3196, 3.3527, -0.0039], [0.5736, 2.4030, -0.0010], [-1.7908, 3.1041, -0.0071], [2.9761, -1.9426, 0.0090], [4.5112, -1.8869, 0.8929], [4.5139, -1.8887, -0.8704], [4.7182, 3.3424, 0.0067], [2.8043, 4.8938, 0.0008], [-2.3516, 4.0375, -0.0064], [-2.0733, 2.5070, 0.8592], [-2.0699, 2.5106, -0.8769], [-2.7812, -0.2151, -0.0098], [-3.2901, -1.1919, -0.0263], [-3.1855, 0.3329, -0.8783], [-3.1896, 0.3058, 0.8733], [-0.8701, -5.1686, -0.0038], [-0.0666, -3.9567, 0.0047], [0.5213, -2.9732, 0.0050], [-1.3048, -5.3225, 0.9819], [-0.2548, -6.0266, -0.2666], [-1.6712, -5.0576, -0.7323]]
}

no.,molecular weight (g/mol)
1,413.4
2,291.5